Density functional theory data (wB97M-V/def2-TZVPD) for C22H23F4N8O2PdS as an isolated structure.

CARTESIAN COORDINATES (ANGSTROEM)
Pd  1.351  0.441  3.073
N  2.218  1.715  4.464
N  2.640  0.883  5.516
C  2.311  -0.477  5.535
O  2.609  -1.154  6.479
O  1.649  -0.891  4.474
H  3.024  2.115  3.991
H  1.621  2.467  4.800
H  3.059  1.300  6.330
C  -1.310  4.095  -3.370
C  -1.148  4.396  -1.884
C  0.259  4.135  -1.349
C  0.724  2.690  -1.501
N  -0.195  1.725  -0.890
C  -0.197  1.339  0.384
S  0.883  2.093  1.485
N  -1.069  0.382  0.723
C  -1.575  0.070  2.063
C  -2.381  1.186  2.718
C  -3.783  1.392  2.148
C  -3.835  1.849  0.691
H  -2.298  4.388  -3.721
H  -1.191  3.032  -3.595
H  -0.571  4.638  -3.962
H  -1.875  3.817  -1.306
H  -1.393  5.443  -1.698
H  0.316  4.418  -0.296
H  0.977  4.763  -1.883
H  1.705  2.552  -1.049
H  0.801  2.418  -2.553
H  -0.959  1.408  -1.470
H  -1.604  -0.008  -0.038
H  -0.750  -0.244  2.714
H  -2.189  -0.825  1.948
H  -1.811  2.118  2.662
H  -2.465  0.938  3.779
H  -4.281  2.142  2.765
H  -4.362  0.472  2.268
H  -3.134  2.669  0.511
H  -4.832  2.205  0.436
H  -3.605  1.040  -0.007
F  3.330  -5.546  -1.124
C  2.347  -4.789  -1.574
C  1.745  -5.124  -2.728
F  2.158  -6.199  -3.367
C  0.665  -4.343  -3.311
C  0.274  -3.184  -2.526
C  0.884  -2.850  -1.382
F  0.443  -1.781  -0.718
C  1.979  -3.609  -0.815
C  2.606  -3.241  0.341
C  2.295  -2.034  1.051
N  2.160  -1.043  1.611
C  3.653  -3.998  0.964
N  4.464  -4.606  1.503
F  -0.733  -2.433  -2.941
C  0.074  -4.666  -4.494
C  0.426  -5.818  -5.272
N  0.638  -6.748  -5.911
C  -0.967  -3.877  -5.090
N  -1.775  -3.243  -5.603

Values from the calculation:
Max |F| (eV Å⁻¹): 0.94
Frontier orbital gap (spin up / spin down) (eV): 6.24 / 6.24
Electronic energy (eV): -64378.3077
Relative energy (zero: lowest compared OMol25 entry of this formula, charge and spin) (kJ/mol): 108.3
Net charge: +1
HOMO level (spin up / spin down) (eV): -12.2 / -12.2


Density functional theory data (wB97M-V/def2-TZVPD) for C4H5I3 as an isolated structure in a non-equilibrium geometry.

CARTESIAN COORDINATES (ANGSTROEM)
C  0.370  -0.229  -0.249
C  -0.314  0.303  1.010
C  -0.045  1.111  -0.988
C  -1.082  1.279  0.107
I  1.464  2.597  -1.038
I  -3.039  0.475  -0.659
I  -1.573  3.207  1.064
H  1.397  -0.511  -0.430
H  -0.257  -1.007  -0.585
H  -0.867  -0.277  1.603
H  0.434  0.791  1.715
H  -0.270  0.861  -2.014

Values from the calculation:
Max |F| (eV Å⁻¹): 4.44
Frontier orbital gap (eV): 8.69
Electronic energy (eV): -28529.4720
Relative energy (zero: lowest compared OMol25 entry of this formula, charge and spin) (kJ/mol): 9.2
Net charge: 0
HOMO level (eV): -9.1


Density functional theory data (wB97M-V/def2-TZVPD) for a 2-piece molecular cluster, C31H32N2O2 overall in a non-equilibrium geometry.

CARTESIAN COORDINATES (ANGSTROEM)
C  -4.158  0.949  -2.430
C  -2.708  1.338  -2.212
O  -1.803  0.452  -2.826
C  -0.528  0.960  -2.750
C  0.533  0.049  -3.066
C  1.890  0.353  -2.958
C  2.350  1.671  -2.727
C  3.683  1.954  -2.657
C  4.634  0.935  -2.786
C  5.992  1.224  -2.755
N  7.132  1.468  -2.756
C  4.193  -0.380  -2.972
C  2.861  -0.670  -3.065
O  -0.305  2.114  -2.400
H  -4.833  1.525  -1.795
H  -4.463  1.102  -3.467
H  -4.310  -0.107  -2.209
H  -2.495  2.345  -2.601
H  -2.439  1.334  -1.145
H  0.248  -0.944  -3.359
H  1.623  2.458  -2.621
H  4.021  2.966  -2.503
H  4.926  -1.166  -3.040
H  2.532  -1.689  -3.183
C  -1.281  2.370  3.629
C  -1.794  2.425  2.182
C  -3.138  3.178  2.165
C  -0.806  3.212  1.303
C  -1.981  1.002  1.660
N  -3.183  0.507  1.258
C  -3.053  -0.819  0.853
C  -1.708  -1.190  1.000
C  -1.295  -2.451  0.547
C  -2.227  -3.316  0.024
C  -3.567  -2.944  -0.093
C  -3.989  -1.700  0.309
C  -1.012  -0.034  1.543
C  0.381  0.076  1.743
C  1.341  -0.990  1.725
C  1.105  -2.249  2.315
C  2.019  -3.267  2.193
C  3.214  -3.076  1.503
C  4.173  -4.199  1.326
C  3.485  -1.821  0.966
C  2.581  -0.796  1.082
H  -0.313  1.873  3.681
H  -1.172  3.372  4.046
H  -1.978  1.821  4.261
H  -3.532  3.252  1.151
H  -3.879  2.681  2.792
H  -3.020  4.194  2.543
H  -1.131  3.221  0.263
H  -0.732  4.247  1.638
H  0.196  2.792  1.336
H  -4.080  0.991  1.241
H  -0.256  -2.725  0.564
H  -1.916  -4.293  -0.305
H  -4.273  -3.635  -0.520
H  -5.014  -1.392  0.207
H  0.793  1.067  1.765
H  0.189  -2.408  2.858
H  1.813  -4.232  2.625
H  5.070  -3.874  0.797
H  4.481  -4.601  2.291
H  3.718  -5.007  0.751
H  4.410  -1.659  0.440
H  2.785  0.157  0.625

Values from the calculation:
Max |F| (eV Å⁻¹): 2.83
Frontier orbital gap (eV): 2.78
Electronic energy (eV): -39739.5107
Relative energy (zero: lowest compared OMol25 entry of this formula, charge and spin) (kJ/mol): 0.0
Net charge: 0
HOMO level (eV): -5.4


Density functional theory data (wB97M-V/def2-TZVPD) for the molecule C2H6NO3P in a non-equilibrium geometry.

CARTESIAN COORDINATES (ANGSTROEM)
C  0.418  1.299  -0.750
C  0.104  -0.427  1.417
N  -0.402  0.201  -1.075
O  -1.189  0.161  -2.038
O  0.939  -1.340  -0.866
O  -1.470  -2.213  -0.160
P  -0.341  -1.296  -0.129
H  0.862  1.926  -1.490
H  0.849  0.946  0.136
H  -0.465  1.851  -0.475
H  1.253  -0.413  1.542
H  -0.203  0.495  1.828
H  -0.355  -1.192  2.061

Values from the calculation:
Max |F| (eV Å⁻¹): 6.34
Frontier orbital gap (eV): 9.04
Electronic energy (eV): -19089.4322
Relative energy (zero: lowest compared OMol25 entry of this formula, charge and spin) (kJ/mol): 462.5
Net charge: 0
HOMO level (eV): -10.5


Density functional theory data (wB97M-V/def2-TZVPD) for CdCl7O28 as an isolated structure in a non-equilibrium geometry.

CARTESIAN COORDINATES (ANGSTROEM)
Cd  -0.258  0.525  0.615
Cl  -0.927  -3.298  0.384
O  -0.944  -1.841  0.265
O  0.515  -3.768  0.270
O  -1.390  -3.737  1.689
O  -1.833  -3.925  -0.709
Cl  1.921  -1.784  -1.652
O  2.622  -2.945  -0.975
O  3.024  -0.963  -2.333
O  1.188  -2.327  -2.746
O  1.090  -0.892  -0.732
Cl  0.392  1.491  -3.219
O  0.581  2.979  -3.637
O  -0.317  1.450  -1.927
O  -0.509  0.878  -4.246
O  1.669  0.766  -3.233
Cl  -3.421  1.615  -0.418
O  -4.304  0.736  -1.304
O  -2.113  0.928  -0.413
O  -3.290  2.936  -0.947
O  -3.961  1.537  0.944
Cl  2.493  -1.280  1.821
O  1.095  -0.692  1.919
O  3.328  -0.447  0.806
O  3.035  -1.182  3.214
O  2.483  -2.708  1.494
Cl  2.773  2.550  -0.794
O  1.590  1.832  -0.116
O  2.373  3.827  -1.587
O  3.722  2.794  0.328
O  3.380  1.525  -1.690
Cl  -3.156  0.695  3.732
O  -4.177  -0.481  3.468
O  -1.990  0.599  2.830
O  -3.934  1.948  3.659
O  -2.741  0.655  5.243

Values from the calculation:
Max |F| (eV Å⁻¹): 4.88
Frontier orbital gap (eV): 5.92
Electronic energy (eV): -149483.7869
Relative energy (zero: lowest compared OMol25 entry of this formula, charge and spin) (kJ/mol): 79.6
Net charge: -5
HOMO level (eV): 4.3


Density functional theory data (wB97M-V/def2-TZVPD) for C25H15Cl5FeNOS4 as an isolated structure.

CARTESIAN COORDINATES (ANGSTROEM)
Fe  0.016  0.634  -0.148
S  1.450  1.237  -1.977
C  0.599  0.291  -3.192
C  1.304  -0.334  -4.224
C  0.649  -1.081  -5.186
C  -0.734  -1.229  -5.156
C  -1.459  -0.609  -4.154
C  -0.800  0.145  -3.189
S  -1.763  0.892  -1.895
C  -1.478  2.664  -2.231
C  -1.113  3.468  -1.009
C  -1.419  4.820  -0.959
C  -0.990  5.565  0.126
C  -0.301  4.931  1.145
C  -0.074  3.567  1.051
C  0.534  2.828  2.218
S  1.485  1.348  1.744
C  0.829  0.138  2.872
C  1.701  -0.436  3.789
C  1.250  -1.426  4.643
C  -0.080  -1.828  4.575
C  -0.946  -1.253  3.661
C  -0.511  -0.262  2.775
S  -1.623  0.439  1.611
N  -0.455  2.865  -0.019
H  2.382  -0.237  -4.244
H  1.224  -1.563  -5.966
H  -1.241  -1.822  -5.904
H  -2.535  -0.710  -4.105
H  -2.372  3.075  -2.698
H  -0.648  2.712  -2.938
H  -1.970  5.276  -1.770
H  -1.196  6.626  0.180
H  0.042  5.475  2.015
H  -0.273  2.470  2.858
H  1.182  3.487  2.793
H  2.734  -0.114  3.814
H  1.928  -1.884  5.350
H  -0.444  -2.605  5.234
H  -1.976  -1.581  3.599
Cl  0.601  -6.872  0.984
C  0.598  -5.182  0.654
C  -0.535  -4.570  0.123
Cl  -1.935  -5.510  -0.219
C  -0.546  -3.201  -0.120
Cl  -1.937  -2.435  -0.788
C  0.573  -2.406  0.166
O  0.578  -1.119  -0.010
C  1.717  -3.047  0.670
Cl  3.108  -2.074  0.963
C  1.730  -4.412  0.919
Cl  3.142  -5.151  1.566

Values from the calculation:
Max |F| (eV Å⁻¹): 0.42
Frontier orbital gap (spin up / spin down) (eV): 7.78 / 6.63
Electronic energy (eV): -170048.9070
Relative energy (zero: lowest compared OMol25 entry of this formula, charge and spin) (kJ/mol): 0.0
Net charge: 0
HOMO level (spin up / spin down) (eV): -7.8 / -7.6
Multiplicity: 6